Record 1
The following is a quantum chemistry calculation of a molecular structure, C6H23FN10O6Tl, from the Open Molecules 2025 dataset.

```
! RIJCOSX wB97M-V def2-TZVPD def2/J DEFGRID3
* xyz 1 1
Tl 0.03326 0.67445 0.67792
F -2.61441 1.60245 -0.12835
C 3.32353 1.94611 1.75716
O 2.36912 1.17058 2.31142
H 4.01373 1.33352 1.16652
H 2.92980 2.81286 1.20588
H 4.03347 2.50595 2.39412
C 2.02227 -2.75076 0.60317
O 1.03794 -2.00725 0.59924
N 1.98135 -4.07907 0.92160
N 3.27185 -2.29106 0.41043
H 1.09813 -4.48026 1.17336
H 2.85026 -4.56667 0.82296
H 3.38594 -1.34205 0.08618
H 4.10513 -2.84740 0.34445
C -3.01783 -1.99567 0.92228
O -2.04841 -1.26178 1.06204
N -2.88092 -3.34353 0.74823
N -4.26791 -1.57193 0.62115
H -3.62601 -4.00618 0.66975
H -1.91700 -3.63103 0.70289
H -5.08452 -2.14897 0.64785
H -4.32444 -0.57535 0.46170
C 2.62026 0.09888 -2.30755
O 2.31550 -0.04323 -1.11890
N 2.90121 -0.90157 -3.16596
N 2.80001 1.33834 -2.86888
H 3.21434 -1.83847 -2.98666
H 3.22557 -0.57238 -4.05787
H 2.50599 2.14928 -2.35632
H 3.05813 1.34879 -3.83580
C -2.05208 1.89276 3.43692
O -1.04680 2.21239 2.77403
N -3.20969 1.64081 2.78732
N -2.09569 1.80751 4.77274
H -3.17573 1.79597 1.78114
H -3.96543 1.15468 3.23278
H -1.39553 2.02343 5.45562
H -3.05571 1.76833 5.07383
C -0.83617 1.74828 -2.94523
O -0.03803 1.74174 -1.99966
N -2.16805 1.80717 -2.82075
N -0.41618 1.90140 -4.22671
H -2.80089 1.95415 -3.58318
H -2.59153 1.67174 -1.90385
H -1.03924 2.10699 -4.98298
H 0.57140 2.04607 -4.33601
*
```

Summary:
Energy: -1513.56320 hartree
LUMO: -7.279 eV
HOMO energy: -11.9 eV
Orbital gap: 4.643 eV
Largest force on an atom: 2.2 eV/A

---

Record 2
The following is a quantum chemistry calculation of 2 unconnected molecules or ions with the total composition C7H2Br3O4, from the Open Molecules 2025 dataset.

```
! RIJCOSX wB97M-V def2-TZVPD def2/J DEFGRID3
* xyz -1 3
C -1.31790 1.38223 -0.22370
C -0.42422 1.68567 -1.25577
C -0.04234 -0.90246 0.00017
C 1.77420 -1.83907 2.46324
C -1.23231 -0.01093 0.32759
C 0.48195 0.86778 -2.02719
C 0.74808 -0.39032 -1.06033
O 1.57456 -2.70150 3.19707
O 0.16046 -1.94213 0.58595
O 2.22835 -0.91953 1.95465
O 0.77725 1.44382 -3.18184
Br -0.82313 3.46127 -1.94212
Br -1.54979 0.13195 2.26800
Br 1.93753 -1.66018 -1.67722
H -2.05262 1.99329 0.31266
H -2.24008 -0.59988 0.25883
*
```

Summary:
Energy: -8290.90990 hartree
LUMO (alpha / beta): 2.871 / 0.886 eV
HOMO energy (alpha / beta): -2.5 / -5.2 eV
Orbital gap (alpha / beta): 5.414 / 6.103 eV
Largest force on an atom: 4.7 eV/A
⟨S²⟩: 2.0278

---

Record 3
The following is a quantum chemistry calculation of a molecular structure, C26H32NO5SZn, from the Open Molecules 2025 dataset.

```
! RIJCOSX wB97M-V def2-TZVPD def2/J DEFGRID3
* xyz -1 1
O -0.28387 -0.38504 -3.79560
C -0.22727 0.84184 -4.65320
C -0.06164 0.12167 -5.97034
H 0.67162 1.44599 -4.48147
H -1.14849 1.43737 -4.53138
C -0.10127 -1.12971 -5.05205
H 0.92956 0.26571 -6.41645
H -0.90094 0.25928 -6.65149
C 1.24033 -1.80944 -5.18137
H 2.03683 -1.09707 -4.95996
H 1.37194 -2.10898 -6.22955
H 1.33697 -2.70899 -4.55246
C -1.26463 -2.02618 -5.43334
H -2.21571 -1.47042 -5.43829
H -1.35299 -2.90969 -4.79057
H -1.09675 -2.38238 -6.46194
Zn -1.00749 -1.12744 -0.27487
C -3.33474 -1.45649 2.28790
C -2.84622 -0.10897 2.32293
C -2.64165 0.34330 1.01610
H -2.71150 0.46931 3.23431
C -2.95547 -0.77282 0.10088
C -3.42356 -1.86088 0.94813
H -3.83750 -2.80029 0.58402
H -3.64475 -2.01929 3.16029
H -2.48006 1.38615 0.72441
H -3.14788 -0.67349 -0.97429
C 0.75095 -2.59879 2.79848
C -0.18996 -3.26962 1.98365
C 0.00136 -2.85308 0.61568
H -0.93124 -3.98251 2.33241
C 1.10194 -1.88063 0.62155
C 1.51687 -1.71815 1.97950
H 2.34587 -1.11056 2.33353
H 0.87985 -2.72725 3.87231
H -0.42565 -3.36656 -0.25584
H 1.70569 -1.61099 -0.24942
O 2.16487 2.02408 -2.77185
C 1.46455 1.12108 -1.85319
C 0.09340 1.66307 -1.45484
H 2.07243 1.08213 -0.92129
H 1.43915 0.10628 -2.32976
C 0.30514 3.15743 -1.72435
H -0.10259 1.55370 -0.38298
H -0.77172 1.24543 -2.01219
C 1.40591 3.26545 -2.79763
H 0.64755 3.59390 -0.76035
H -0.58069 3.71312 -2.00090
H 2.05066 4.13818 -2.56274
H 0.91766 3.39275 -3.79514
O 2.08662 4.04319 4.57320
S 2.36612 2.69073 4.15090
O 3.75682 2.26137 4.15206
N 1.59398 2.27332 2.79452
C 0.66932 1.28476 2.85943
O 0.05685 0.78344 1.90899
C 0.49043 0.88340 4.31283
C -0.31510 -0.10526 4.89734
C -0.20579 -0.35945 6.26760
C 0.68323 0.37624 7.07136
C 1.52165 1.34106 6.48896
C 1.39602 1.54670 5.11491
H -1.01557 -0.65812 4.26783
H -0.83277 -1.12789 6.73266
H 0.74431 0.18129 8.14379
H 2.23898 1.92370 7.06863
*
```

Summary:
Energy: -3618.28920 hartree
LUMO: 1.812 eV
HOMO energy: -4.6 eV
Orbital gap: 6.411 eV
Largest force on an atom: 2.6 eV/A

---

Record 4
The following is a quantum chemistry calculation of a molecular structure, C5H6O2, from the Open Molecules 2025 dataset.

```
! RIJCOSX wB97M-V def2-TZVPD def2/J DEFGRID3
* xyz 0 1
O 1.89713 -1.08740 0.58658
C 0.59581 -0.60667 0.60370
C 0.42815 0.87921 0.15357
O 0.59421 0.39633 -1.21481
C -0.22242 -0.71616 -0.73129
C -1.52247 -0.01998 -0.35661
C -1.07169 1.07832 0.25557
H 2.38012 -0.58297 -0.08193
H 0.15007 -0.95799 1.53474
H 1.12760 1.66450 0.43924
H -0.22441 -1.59728 -1.37281
H -2.53632 -0.35349 -0.53627
H -1.59577 1.90357 0.72032
*
```

Summary:
ΔE to the lowest compared entry with this formula, charge and spin: 2.6958 eV
Energy: -344.50284 hartree
LUMO: 1.057 eV
HOMO energy: -9.7 eV
Orbital gap: 10.752 eV
Largest force on an atom: 0.4 eV/A